C40H41BN9OP2SSr | the ωB97M-V functional and the def2-TZVPD basis

Results
- Spin multiplicity: 2
- Energy above the lowest of the compared OMol25 structures with the same formula, charge and spin: 0.0 kcal per mole
- Total charge: +2
- HOMO (spin up / spin down): -0.47054 / -0.47054 hartree
- Energy: -3253.07846 Eh
- Gap between HOMO and LUMO (spin up / spin down): 7.75 / 5.10 eV
- <S²>: 0.757

Positions of all 96 atoms, in Å:
Sr1 0.774 -0.530 0.588
C1 5.408 -0.923 1.236
C2 4.281 -1.078 0.435
N1 3.264 -0.348 0.894
N2 3.723 0.303 1.993
C3 5.003 -0.048 2.219
B1 2.868 1.280 2.879
N3 1.883 0.437 3.754
C4 1.721 0.345 5.087
C5 0.694 -0.540 5.348
C6 0.270 -0.953 4.090
N4 0.983 -0.367 3.126
N5 2.056 2.310 2.003
C7 2.046 3.638 2.226
C8 1.263 4.242 1.265
C9 0.812 3.182 0.481
N6 1.274 2.018 0.930
N7 3.839 2.119 3.692
C10 4.884 2.820 3.171
C11 5.336 3.688 4.126
C12 4.481 3.466 5.223
N8 3.578 2.541 4.959
H1 6.377 -1.377 1.122
H2 4.161 -1.683 -0.452
H3 5.551 0.340 3.059
H4 2.341 0.926 5.746
H5 0.321 -0.839 6.311
H6 -0.511 -1.657 3.837
H7 2.594 4.081 3.040
H8 1.065 5.293 1.150
H9 0.174 3.206 -0.388
H10 5.219 2.663 2.159
H11 6.160 4.376 4.053
H12 4.492 3.939 6.192
N9 -2.187 -0.146 -2.175
P1 -0.449 0.073 -2.446
C13 -0.378 1.725 -3.167
C14 0.759 2.487 -2.917
C15 0.887 3.751 -3.478
C16 -0.126 4.256 -4.277
C17 -1.268 3.500 -4.528
C18 -1.393 2.234 -3.981
C19 -0.279 -1.078 -3.835
C20 -0.498 -2.434 -3.566
C21 -0.364 -3.370 -4.577
C22 0.016 -2.964 -5.851
C23 0.260 -1.624 -6.113
C24 0.113 -0.677 -5.108
P2 -2.863 -0.219 -0.679
C25 -4.610 -0.462 -0.801
C26 -5.233 -0.971 -1.945
C27 -6.603 -1.161 -1.944
C28 -7.347 -0.867 -0.806
C29 -6.728 -0.377 0.337
C30 -5.360 -0.177 0.349
C31 -2.433 1.199 0.311
C32 -2.038 0.972 1.633
C33 -1.825 2.050 2.479
C34 -2.035 3.337 2.007
C35 -2.435 3.559 0.691
C36 -2.623 2.497 -0.174
H13 -2.701 -0.572 -2.939
H14 1.547 2.101 -2.278
H15 1.774 4.340 -3.286
H16 -0.029 5.242 -4.712
H17 -2.054 3.896 -5.157
H18 -2.277 1.645 -4.194
H19 -0.765 -2.752 -2.562
H20 -0.546 -4.418 -4.375
H21 0.127 -3.696 -6.639
H22 0.563 -1.312 -7.103
H23 0.303 0.368 -5.320
H24 -4.676 -1.213 -2.841
H25 -7.093 -1.538 -2.831
H26 -8.417 -1.020 -0.813
H27 -7.313 -0.147 1.216
H28 -4.879 0.219 1.235
H29 -1.925 -0.041 2.011
H30 -1.498 1.881 3.497
H31 -1.877 4.179 2.667
H32 -2.591 4.569 0.337
H33 -2.925 2.667 -1.201
O1 0.170 -2.895 0.111
S1 1.066 -3.965 0.765
C37 -0.082 -5.126 1.571
C38 -0.026 -6.453 0.813
C39 0.304 -6.107 -0.636
C40 1.474 -5.137 -0.546
H34 -1.048 -4.628 1.467
H35 0.174 -5.197 2.626
H36 -0.970 -6.988 0.911
H37 0.755 -7.091 1.230
H38 -0.548 -5.624 -1.120
H39 0.568 -6.986 -1.222
H40 1.678 -4.549 -1.441
H41 2.393 -5.636 -0.229

---

C40H41CuGeOS4SiTe | the ωB97M-V functional and the def2-TZVPD basis

Results
- Spin multiplicity: 2
- Energy above the lowest of the compared OMol25 structures with the same formula, charge and spin: 21.3 kcal per mole
- Total charge: +1
- HOMO (spin up / spin down): -0.37921 / -0.37607 hartree
- Energy: -7491.59751 Eh
- Gap between HOMO and LUMO (spin up / spin down): 7.34 / 6.11 eV
- <S²>: 0.762

Positions of all 90 atoms, in Å:
Cu1 0.015 -0.485 0.278
C1 0.920 2.716 0.171
C2 2.124 1.971 0.738
S1 2.208 0.192 0.338
C3 2.796 -0.435 1.924
C4 1.923 -0.141 3.159
S2 0.115 -0.212 2.922
C5 -0.344 1.545 3.101
C6 -1.243 2.088 2.001
S3 -0.681 1.905 0.292
H1 1.039 2.860 -0.904
H2 0.860 3.706 0.626
H3 2.157 2.060 1.820
H4 3.037 2.417 0.344
H5 3.806 -0.056 2.084
H6 2.888 -1.517 1.760
H7 2.163 0.828 3.589
H8 2.170 -0.878 3.923
H9 0.572 2.127 3.174
H10 -0.868 1.647 4.052
H11 -1.453 3.141 2.195
H12 -2.198 1.560 1.996
Te1 -0.630 0.281 -3.133
C7 0.361 0.004 -4.911
C8 -0.158 -0.564 -6.053
C9 0.767 -0.600 -7.123
C10 1.975 -0.058 -6.779
S4 1.988 0.497 -5.169
H13 -1.173 -0.933 -6.108
H14 0.553 -1.002 -8.103
H15 2.851 0.044 -7.401
O1 -1.561 -1.183 -0.419
Si1 -3.142 -1.473 0.021
C11 -3.769 -3.178 -0.381
C12 -3.693 -3.660 -1.694
C13 -4.174 -4.918 -2.027
C14 -4.764 -5.712 -1.049
C15 -4.883 -5.236 0.249
C16 -4.389 -3.980 0.577
C17 -4.263 -0.311 -0.924
C18 -3.862 0.967 -1.328
C19 -4.739 1.832 -1.967
C20 -6.045 1.434 -2.213
C21 -6.467 0.172 -1.818
C22 -5.585 -0.690 -1.181
C23 -3.367 -1.146 1.850
C24 -2.625 -1.845 2.807
C25 -2.812 -1.629 4.165
C26 -3.753 -0.704 4.595
C27 -4.509 -0.002 3.664
C28 -4.319 -0.226 2.306
H16 -3.262 -3.041 -2.471
H17 -4.101 -5.277 -3.046
H18 -5.145 -6.693 -1.304
H19 -5.365 -5.843 1.006
H20 -4.479 -3.626 1.598
H21 -2.845 1.297 -1.145
H22 -4.403 2.815 -2.276
H23 -6.732 2.104 -2.712
H24 -7.485 -0.143 -2.009
H25 -5.930 -1.676 -0.887
H26 -1.889 -2.576 2.489
H27 -2.224 -2.183 4.887
H28 -3.904 -0.537 5.655
H29 -5.252 0.713 3.995
H30 -4.919 0.323 1.589
Ge1 -0.019 -2.833 -0.734
C29 -0.168 -3.844 0.906
C30 -1.117 -4.865 0.986
C31 -1.226 -5.630 2.143
C32 -0.397 -5.384 3.226
C33 0.563 -4.385 3.151
C34 0.681 -3.629 1.996
C35 1.756 -2.617 -1.424
C36 1.915 -2.400 -2.793
C37 3.186 -2.356 -3.347
C38 4.300 -2.528 -2.537
C39 4.148 -2.756 -1.174
C40 2.879 -2.802 -0.616
H31 -0.977 -3.241 -1.851
H32 -1.772 -5.074 0.153
H33 -1.967 -6.417 2.191
H34 -0.489 -5.977 4.127
H35 1.223 -4.199 3.989
H36 1.448 -2.850 1.953
H37 1.050 -2.273 -3.434
H38 3.303 -2.191 -4.411
H39 5.292 -2.500 -2.970
H40 5.018 -2.910 -0.549
H41 2.768 -3.023 0.444